Entry 1:
18
Properties=species:S:1:pos:R:3 method="wB97M-V/def2-TZVPD" charge=-1 lumo_energy_ev=3.96 max_force_ev_per_a=4.6 homo_ev=-4.195 de_lowest_kj_mol=487.3
C -2.053 0.264 -0.523
N -1.093 -0.754 -0.781
C 0.035 1.306 0.386
C -0.490 -0.169 0.457
C 0.762 -1.062 0.698
O 1.618 -1.050 -0.332
O -3.107 0.181 0.144
H -1.810 1.085 -1.218
H 2.414 0.145 -0.133
H 0.283 1.505 -0.650
H -0.725 2.094 0.728
H 0.853 1.455 1.105
H -1.173 -0.279 1.383
H 1.253 -0.773 1.734
H 0.346 -2.163 0.849
H -0.279 -1.265 -1.211
H 3.545 1.025 -1.003
O 3.165 0.920 -0.090

=====

Entry 2:
18
Properties=species:S:1:pos:R:3 method="wB97M-V/def2-TZVPD" charge=0 lumo_energy_ev="0.58 / 0.21" max_force_ev_per_a=2.0 homo_ev="-4.309 / -8.298" de_lowest_kj_mol=264.4 multiplicity=2
O 0.685 -1.873 1.017
C 0.150 -0.794 1.289
C -0.700 -0.065 0.291
C -0.477 1.457 0.378
C 0.764 1.875 -0.338
O 1.724 1.167 -0.475
N -2.167 -0.424 0.557
H 0.276 -0.276 2.258
H -0.511 -0.370 -0.737
H -1.340 2.068 0.092
H -0.398 1.704 1.436
H 0.801 2.898 -0.763
H -2.563 -1.112 -0.120
H -2.294 -0.847 1.503
H -2.816 0.386 0.514
H 0.641 -1.715 -2.938
H 1.371 -0.678 -2.023
O 0.510 -0.977 -2.338

=====

Copy entry 1 word for word.
18
Properties=species:S:1:pos:R:3 method="wB97M-V/def2-TZVPD" charge=-1 lumo_energy_ev=3.96 max_force_ev_per_a=4.6 homo_ev=-4.195 de_lowest_kj_mol=487.3
C -2.053 0.264 -0.523
N -1.093 -0.754 -0.781
C 0.035 1.306 0.386
C -0.490 -0.169 0.457
C 0.762 -1.062 0.698
O 1.618 -1.050 -0.332
O -3.107 0.181 0.144
H -1.810 1.085 -1.218
H 2.414 0.145 -0.133
H 0.283 1.505 -0.650
H -0.725 2.094 0.728
H 0.853 1.455 1.105
H -1.173 -0.279 1.383
H 1.253 -0.773 1.734
H 0.346 -2.163 0.849
H -0.279 -1.265 -1.211
H 3.545 1.025 -1.003
O 3.165 0.920 -0.090

=====

Please write out number 1 again, unchanged.
18
Properties=species:S:1:pos:R:3 method="wB97M-V/def2-TZVPD" charge=-1 lumo_energy_ev=3.96 max_force_ev_per_a=4.6 homo_ev=-4.195 de_lowest_kj_mol=487.3
C -2.053 0.264 -0.523
N -1.093 -0.754 -0.781
C 0.035 1.306 0.386
C -0.490 -0.169 0.457
C 0.762 -1.062 0.698
O 1.618 -1.050 -0.332
O -3.107 0.181 0.144
H -1.810 1.085 -1.218
H 2.414 0.145 -0.133
H 0.283 1.505 -0.650
H -0.725 2.094 0.728
H 0.853 1.455 1.105
H -1.173 -0.279 1.383
H 1.253 -0.773 1.734
H 0.346 -2.163 0.849
H -0.279 -1.265 -1.211
H 3.545 1.025 -1.003
O 3.165 0.920 -0.090

=====

> Look up the charge of the first one.

-1

=====

> Among the records above, which one has the lowest charge?

number 1